1.
{"formula": "C23H40BIN2O7PS2", "method": "ωB97M-V with the def2-TZVPD basis set", "spin_multiplicity": 1, "e_homo_ev": -11.2, "total_charge": 1, "lumo_ev": -3.807, "gap_ha": 0.27302, "symbols": ["C", "C", "C", "C", "O", "C", "S", "C", "I", "N", "B", "O", "O", "C", "N", "C", "C", "P", "S", "C", "C", "O", "C", "C", "C", "C", "C", "C", "C", "C", "C", "H", "H", "H", "H", "H", "H", "H", "H", "H", "H", "H", "H", "H", "H", "H", "H", "H", "H", "H", "H", "H", "H", "H", "H", "H", "H", "H", "H", "H", "H", "H", "H", "H", "H", "C", "O", "C", "O", "O", "C", "H", "H", "H", "H", "H", "H"], "xyz": [[5.2564, 0.6001, -0.2778], [5.0159, 1.8250, -1.1587], [3.5779, 1.9397, -1.6552], [2.5811, 2.1588, -0.5145], [1.4636, 1.2372, -0.5233], [0.2773, 1.5517, -1.1574], [0.4540, 2.9345, -2.3414], [0.0030, 0.2368, -1.9817], [0.8118, -0.2668, -3.7910], [-0.7788, -0.5759, -1.3669], [-1.1739, -1.9634, -1.9242], [-2.3013, -2.0646, -2.6684], [-0.3187, -2.9490, -1.6021], [-1.1608, -0.0526, -0.0367], [-2.4579, -0.4486, 0.3838], [-2.8063, -1.8756, 0.4728], [-3.2324, -2.3387, 1.8709], [0.0757, -0.8603, 1.1918], [-0.2689, -0.5508, 3.0810], [-1.0210, 1.4826, -0.2571], [-2.1506, 2.0438, -1.1659], [-3.4153, 1.8973, -0.5725], [-4.4480, 2.3144, -1.4466], [-1.0769, 2.3604, 1.0327], [0.1117, 3.2254, 1.3937], [0.1846, 4.5128, 0.8663], [1.2271, 5.3538, 1.2066], [2.2186, 4.9162, 2.0726], [2.1621, 3.6379, 2.6183], [3.2231, 3.1310, 3.5580], [1.0986, 2.8115, 2.2776], [4.6566, -0.2455, -0.6229], [6.3056, 0.3148, -0.2497], [4.9522, 0.7829, 0.7556], [5.3111, 2.7471, -0.6558], [5.6504, 1.7409, -2.0434], [3.2886, 1.0696, -2.2479], [3.5022, 2.7926, -2.3345], [2.2365, 3.1887, -0.4364], [3.0752, 1.9470, 0.4310], [-0.4922, 2.5144, -3.1823], [-3.1187, -1.8774, -2.1915], [-0.7218, -3.8303, -1.5366], [-2.7024, 0.0346, 1.2377], [-3.6539, -2.0516, -0.2000], [-2.0020, -2.5214, 0.1144], [-4.1413, -2.9349, 1.7934], [-3.4704, -1.4911, 2.5118], [-2.4820, -2.9628, 2.3489], [1.4102, -0.6200, 0.8635], [-0.1191, -2.2084, 0.8702], [-2.1719, 1.5742, -2.1599], [-1.9496, 3.1150, -1.2629], [-4.6197, 1.5682, -2.2280], [-5.3498, 2.4334, -0.8519], [-4.2095, 3.2711, -1.9196], [-1.9156, 3.0439, 0.9119], [-1.3152, 1.7390, 1.8950], [-0.5877, 4.8701, 0.1964], [1.2721, 6.3575, 0.8083], [3.0320, 5.5731, 2.3511], [4.0335, 3.8458, 3.6757], [3.6650, 2.2169, 3.1507], [2.8012, 2.8613, 4.5244], [1.0437, 1.8269, 2.7253], [-3.2902, -7.4209, -0.5840], [-2.5020, -6.2175, -0.5759], [-1.2033, -6.4202, -0.3829], [-0.6557, -7.4713, -0.2247], [-0.5930, -5.2221, -0.3969], [0.8297, -5.2736, -0.2065], [-4.3132, -7.1001, -0.7491], [-2.9687, -8.0791, -1.3872], [-3.2071, -7.9340, 0.3708], [1.3186, -5.8366, -0.9982], [1.0916, -5.6993, 0.7589], [1.1481, -4.2352, -0.2508]]}


2.
{"formula": "C23H40CdN8O3S", "method": "ωB97M-V with the def2-TZVPD basis set", "spin_multiplicity": 1, "e_homo_ev": -13.6, "total_charge": 2, "lumo_ev": -4.187, "relative_energy_kj_mol": 0.00, "gap_ha": 0.34527, "symbols": ["Cd", "C", "C", "N", "C", "C", "S", "C", "C", "N", "H", "H", "H", "H", "H", "H", "H", "H", "H", "H", "H", "H", "H", "H", "N", "C", "C", "C", "C", "N", "C", "N", "N", "C", "O", "O", "H", "H", "H", "H", "H", "H", "H", "H", "H", "H", "H", "H", "H", "H", "C", "N", "N", "C", "O", "C", "C", "C", "C", "C", "C", "C", "C", "C", "H", "H", "H", "H", "H", "H", "H", "H", "H", "H", "H", "H"], "xyz": [[0.0226, -0.0849, 0.0170], [-1.0253, 0.9519, 3.0144], [-1.4600, -0.5270, 2.9276], [-0.6540, -1.3376, 2.0017], [0.5244, -1.9871, 2.6019], [1.6381, -1.0266, 3.0117], [2.2300, 0.0733, 1.6819], [1.8518, 1.7458, 2.3152], [0.5642, 2.4099, 1.8023], [-0.5778, 1.4805, 1.7203], [-0.2125, 1.0530, 3.7302], [-1.8547, 1.5343, 3.4112], [-2.4918, -0.5710, 2.5877], [-1.4361, -0.9541, 3.9329], [-1.2469, -2.0672, 1.6271], [0.9140, -2.6945, 1.8709], [0.2452, -2.5558, 3.4924], [2.4962, -1.6141, 3.3276], [1.3483, -0.4004, 3.8544], [2.6985, 2.3631, 2.0234], [1.8797, 1.6764, 3.4006], [0.7223, 2.8058, 0.8007], [0.3523, 3.2548, 2.4608], [-1.3322, 1.9639, 1.2492], [1.6369, -0.0522, -1.7006], [0.9594, 0.4854, -2.9180], [1.9494, 1.3553, -3.7140], [1.5159, 2.0187, -5.0335], [0.9948, 1.0883, -6.1252], [-0.3809, 0.7139, -5.7981], [-1.0805, -0.2314, -6.3711], [-0.6046, -0.9072, -7.4275], [-2.2747, -0.5564, -5.8521], [-0.3324, 1.2523, -2.5428], [-1.1127, 1.5407, -3.4684], [-0.5156, 1.5377, -1.3132], [2.3249, 0.6190, -1.3876], [2.1509, -0.8924, -1.9220], [0.6342, -0.3673, -3.5080], [2.8245, 0.7297, -3.9126], [2.2818, 2.1589, -3.0478], [2.3848, 2.5401, -5.4293], [0.7564, 2.7784, -4.8428], [1.6279, 0.1969, -6.2054], [1.0207, 1.6073, -7.0844], [-0.7761, 1.1614, -4.9459], [0.2116, -0.5691, -7.9115], [-1.1930, -1.5524, -7.9199], [-2.6304, -0.0157, -5.0784], [-2.8913, -1.2004, -6.3138], [-3.9918, -5.3196, -1.4629], [-3.6545, -3.8935, -1.4542], [-2.3592, -3.4887, -1.7486], [-2.1367, -2.2480, -1.1689], [-1.0597, -1.6230, -1.3481], [-3.3325, -1.9295, -0.4644], [-4.2154, -2.9665, -0.6547], [-5.5777, -3.1645, -0.0825], [-1.6965, -3.9893, -2.9188], [-0.3239, -4.1945, -2.8848], [0.3159, -4.7042, -4.0076], [-0.4118, -5.0291, -5.1468], [-1.7857, -4.8114, -5.1753], [-2.4288, -4.2718, -4.0674], [-3.5698, -5.7955, -2.3394], [-5.0718, -5.4185, -1.5033], [-3.6128, -5.8237, -0.5706], [-3.5493, -0.9748, -0.0054], [-5.8696, -2.2864, 0.4911], [-5.6060, -4.0329, 0.5786], [-6.3142, -3.3205, -0.8734], [0.2288, -3.9701, -1.9792], [1.3852, -4.8909, -3.9765], [0.0881, -5.4787, -6.0006], [-2.3646, -5.0733, -6.0530], [-3.4982, -4.0924, -4.0866]]}


3.
{"formula": "C23H40ClIrN5", "method": "ωB97M-V with the def2-TZVPD basis set", "s2": 8.772, "spin_multiplicity": 6, "e_homo_ev": [2.5, -3.5], "total_charge": -2, "lumo_ev": [4.072, 3.065], "gap_ha": [0.05803, 0.24156], "symbols": ["Ir", "Cl", "C", "C", "N", "H", "N", "H", "C", "C", "C", "H", "H", "H", "H", "H", "H", "C", "H", "H", "H", "C", "C", "H", "H", "C", "H", "C", "H", "H", "H", "H", "H", "C", "H", "C", "N", "H", "N", "H", "C", "C", "C", "H", "H", "H", "H", "H", "H", "C", "H", "H", "H", "C", "C", "H", "H", "C", "H", "C", "H", "H", "H", "H", "H", "C", "H", "C", "N", "C"], "xyz": [[0.7176, -1.0025, 0.0370], [-0.2646, 0.3397, -1.5190], [2.8852, -4.4379, -0.0578], [1.9872, -2.3998, -0.1877], [1.7206, -3.7318, -0.2537], [4.9302, -3.7064, 0.2573], [3.3396, -2.2818, -0.0704], [2.9172, -5.5110, -0.0249], [0.3472, -4.2552, -0.2701], [0.3856, -5.7303, -0.6163], [-0.2725, -4.0677, 1.1122], [0.9208, -6.3261, 0.1368], [-0.6508, -6.0818, -0.6431], [0.8173, -5.9139, -1.6093], [-1.4894, -3.8548, -1.2866], [-0.0196, -3.6516, -2.3176], [-0.2570, -3.0173, 1.4367], [-0.4512, -3.4936, -1.3201], [0.2737, -4.6629, 1.8536], [-1.3215, -4.4033, 1.0780], [-0.5170, -2.4029, -1.1197], [3.8833, -3.5358, 0.0727], [3.8518, -0.5251, 1.5407], [4.4063, -1.1838, 2.2205], [4.2419, 0.4922, 1.6405], [4.0182, -0.9788, 0.0946], [3.9941, 0.9382, -0.8497], [5.4861, -1.1553, -0.2398], [5.6200, -1.4759, -1.2823], [2.7888, -0.5195, 1.8247], [2.3433, 0.3374, -0.5290], [5.9912, -1.8567, 0.4415], [5.9644, -0.1740, -0.1190], [3.3743, 0.0247, -0.8484], [3.3179, -0.3847, -1.8646], [-3.7904, 3.5476, -0.9108], [-3.4985, 2.5110, -0.0307], [-2.5661, 5.3452, -1.3441], [-1.8911, 3.9353, 0.1387], [-4.6226, 3.5004, -1.5873], [-4.0426, 1.1277, -0.0777], [-5.4853, 1.0674, 0.4063], [-3.9290, 0.6555, -1.5218], [-6.1746, 1.6553, -0.2137], [-5.8137, 0.0139, 0.3650], [-5.5799, 1.3911, 1.4510], [-3.5205, -0.6837, 0.9954], [-3.1012, 0.8574, 1.8385], [-2.8755, 0.6525, -1.8372], [-3.1546, 0.3442, 0.8738], [-4.5150, 1.2970, -2.1948], [-4.2940, -0.3772, -1.6056], [-2.1332, 0.2680, 0.4768], [-2.7827, 4.4484, -0.8002], [0.1605, 4.0670, -1.1574], [-0.3051, 4.7449, -1.8892], [1.2391, 4.2760, -1.1275], [-0.4445, 4.2819, 0.2304], [1.1910, 3.4844, 1.4008], [-0.2558, 5.7299, 0.6689], [-0.7077, 5.9290, 1.6485], [0.0285, 3.0212, -1.4795], [-0.0434, 2.2680, 1.0150], [-0.6450, 6.4540, -0.0591], [0.8266, 5.9121, 0.7669], [0.1109, 3.3267, 1.2807], [-0.3911, 3.5289, 2.2368], [-2.4165, 2.8419, 0.6799], [-0.1156, -0.2426, 2.8560], [0.2584, -0.5900, 1.7898]]}


Number 1: largest force on an atom 1.7 eV/Å, electronic energy -81544.4550 eV. Number 2: largest force on an atom 0.8 eV/Å, electronic energy -57953.6661 eV. Number 3: largest force on an atom 5.5 eV/Å, electronic energy -47305.8938 eV.